1.
14
Properties=species:S:1:pos:R:3 method="wB97M-V/def2-TZVPD" total_energy_ha=-324.084674 orbital_gap_ev=12.06 total_charge=+1 e_above_lowest_ev=1.159 smiles="C[NH2+]CC(=O)O"
O -0.62275 -1.65165 1.35826
C 0.14926 -1.05799 0.41402
C -0.66726 0.18417 0.06460
N 0.13840 0.99845 -0.93763
C -0.09466 2.49662 -0.74733
O 1.16294 -1.46836 -0.03622
H -0.13531 -2.23069 1.96471
H -0.81808 0.81188 0.95238
H -1.68512 -0.12121 -0.21600
H 1.12093 0.78541 -0.77909
H -0.24836 0.77035 -1.85099
H 0.53443 2.60790 0.15043
H -1.17751 2.67038 -0.66326
H 0.24317 3.12036 -1.55832



2.
56
Properties=species:S:1:pos:R:3 method="wB97M-V/def2-TZVPD" total_energy_ha=-2566.702391 orbital_gap_ev=8.38 total_charge=-1 e_above_lowest_ev=3.659
C -4.70052 -0.90036 1.55335
C -4.30863 -0.00140 2.58336
C -2.78077 0.04164 3.08440
O -2.41921 -0.32485 4.23661
O -1.82004 0.47409 2.13140
C -1.85398 1.90815 1.92365
C -0.92047 2.75537 2.91260
C 0.24254 1.91794 3.62864
C 1.26555 1.19565 2.61759
C 2.26944 2.18853 1.85711
C 1.71004 2.80739 0.48799
Si 1.39146 1.55100 -0.91932
C 0.72770 2.57318 -2.44015
N 0.14095 1.64892 -3.48431
C -1.26061 1.24789 -3.09801
C 2.93439 0.58389 -1.52376
Cl 4.51711 1.07656 -0.70345
C 2.79438 -1.02303 -1.48246
C 1.80610 -1.58777 -0.35696
Cl 2.15722 -1.61237 -3.13301
H -5.70657 -0.65329 1.04937
H -4.08530 -1.78390 1.19335
H -5.01416 0.74872 3.07687
H -1.45728 2.09422 0.85268
H -2.93694 2.30385 1.93382
H -1.60675 3.14473 3.76175
H -0.47352 3.70634 2.44079
H 0.85573 2.60814 4.32704
H -0.26880 1.15914 4.32312
H 0.69766 0.47237 1.93104
H 1.92848 0.51820 3.28339
H 3.27690 1.66180 1.77632
H 2.44177 3.08375 2.57372
H 2.41392 3.63623 0.08792
H 0.70657 3.34561 0.68190
H 0.26294 0.70882 -0.50341
H 0.01195 3.40556 -2.13344
H 1.67405 3.02890 -2.93097
H 0.73887 0.80242 -3.56773
H -1.77635 2.16020 -2.64422
H -1.17848 0.36129 -2.37058
H -1.80850 0.84671 -4.03258
H 3.07252 0.85546 -2.64014
H 3.83577 -1.47602 -1.38026
H 0.71399 -1.51883 -0.72742
H 2.00509 -2.72283 -0.26272
H 1.93292 -1.11142 0.67212
B 0.56595 -6.02763 -1.78978
O -0.08439 -6.22078 -3.09864
C -0.92028 -5.20160 -3.28263
O -1.61332 -5.05534 -4.26244
C -0.86094 -4.30457 -2.12324
O -1.49658 -3.28535 -1.97532
O 0.01018 -4.77911 -1.23673
F 1.98403 -5.90455 -1.95603
F 0.26623 -7.12768 -0.92224



3.
100
Properties=species:S:1:pos:R:3 method="wB97M-V/def2-TZVPD" total_energy_ha=-2495.333603 orbital_gap_ev=3.61
C -3.30212 1.86391 -2.09282
C -2.20495 1.40887 -1.84223
C -0.81291 0.69520 -1.57266
C -0.50386 -0.20364 -2.86013
C -1.23463 -0.00713 -4.05934
C 0.22706 1.95256 -1.76515
N -0.44650 3.11874 -1.15155
C -0.42239 4.33409 -1.99988
C -1.46841 5.37096 -1.33474
C -2.61804 5.84471 -2.33583
N 1.61212 1.68135 -1.22558
N 2.65609 1.88030 -2.16470
C 2.70702 0.89053 -3.22738
O 2.18441 0.92862 -4.28733
F 3.52736 -0.21654 -2.96428
C 2.78243 3.24945 -2.62253
O 2.34192 3.73379 -3.60742
F 3.55622 4.07719 -1.79259
C 1.72317 0.37999 -0.46572
C 3.10938 0.23305 0.27231
O 3.42225 -1.11401 0.63520
C 4.57906 -1.21255 1.42050
C 5.67317 -0.19441 1.50452
C 6.91228 -0.33399 2.31362
C 7.99450 0.82901 2.24790
C 7.10537 -1.57202 3.12902
C 6.02625 -2.59480 3.07349
C 4.76828 -2.45486 2.25431
C 3.73727 -3.63682 2.34640
C 3.06628 -4.06002 0.96757
C 2.70569 -3.28140 3.50972
C 0.43988 0.40010 0.53347
C 0.67253 -0.41007 1.86421
O -0.46207 -0.09913 2.71267
C -0.11426 -0.23588 4.10176
N -0.71850 0.03551 -0.28185
C -1.25302 -1.30195 -0.12285
C -2.62727 -1.61254 -0.88948
C -0.25741 -2.51899 -0.52934
C -0.85000 -3.89871 0.03862
H -4.29664 2.35726 -2.23178
H 0.31288 -0.98782 -2.89066
H -0.71647 0.45030 -4.95861
H -2.32811 -0.28840 -4.16308
H 0.21394 2.14487 -2.88450
H -0.13734 3.29246 -0.19079
H 0.57504 4.89020 -1.99011
H -0.65964 4.12730 -3.08330
H -0.89061 6.28797 -0.99558
H -1.86824 4.88948 -0.38607
H -2.47279 6.96214 -2.48972
H -2.51835 5.26847 -3.29529
H -3.61207 5.70099 -1.81961
H 1.77229 2.40329 -0.48937
H 1.58897 -0.52862 -1.11580
H 3.97157 0.60598 -0.37591
H 3.07158 0.86256 1.21972
H 5.57131 0.76507 0.91115
H 8.09696 1.37993 3.22382
H 8.98326 0.36671 1.92541
H 7.72736 1.55094 1.41078
H 8.05562 -1.69891 3.72166
H 6.17449 -3.54006 3.67233
H 4.32222 -4.54303 2.71426
H 3.09920 -5.17867 0.84475
H 3.63762 -3.62420 0.09267
H 1.98150 -3.71537 0.98043
H 2.55895 -2.15744 3.53054
H 3.23645 -3.52575 4.48882
H 1.74350 -3.86488 3.47841
H 0.26958 1.47969 0.88869
H 0.82614 -1.51924 1.73809
H 1.57483 -0.03373 2.45704
H -1.09685 -0.22756 4.67494
H 0.45925 0.68020 4.44578
H 0.42498 -1.20682 4.29522
H -1.54656 -1.55808 0.95039
H -3.15914 -2.50947 -0.43858
H -3.38139 -0.74601 -0.77927
H -2.46641 -1.84125 -1.98303
H 0.81099 -2.34009 -0.21042
H -0.25689 -2.65939 -1.66238
H -1.20121 -3.81440 1.10605
H -1.76436 -4.18703 -0.57388
H -0.12190 -4.76097 -0.11289
C -8.92030 -0.29442 -1.03320
C -7.98746 0.80933 -0.55874
O -7.38489 0.54561 0.69254
C -6.18137 -0.27761 0.73461
O -5.26037 0.17786 -0.08236
C -6.46742 -1.80814 0.54627
F -7.60610 -2.18031 1.19349
F -5.48045 -2.56489 1.09104
F -6.60640 -2.21566 -0.73227
H -9.49095 -0.71489 -0.20288
H -9.61616 0.09344 -1.78366
H -8.36784 -1.10534 -1.50489
H -8.59945 1.70362 -0.39608
H -7.25888 1.07836 -1.33018
H -5.95001 -0.23190 1.81680